A structure of composition C27H25IrN5O3S2. Source: the Open Molecules 2025 dataset; level of theory: the ωB97M-V functional and the def2-TZVPD basis.

Structure (XYZ):
```
63
C27H25IrN5O3S2 the ωB97M-V functional and the def2-TZVPD basis
Ir 0.818 -0.072 0.402
O -0.116 3.803 -0.540
C 0.221 2.735 -0.048
N -0.098 1.474 -0.468
C -0.905 1.083 -1.550
C -1.686 1.933 -2.360
C -2.461 1.376 -3.364
C -2.488 -0.003 -3.594
C -1.740 -0.866 -2.826
C -0.934 -0.334 -1.789
N -0.128 -1.101 -0.913
C 0.121 -2.487 -0.968
O -0.281 -3.252 -1.816
C 0.982 -2.941 0.168
C 1.259 -4.281 0.318
C 2.059 -4.683 1.383
C 2.544 -3.724 2.247
C 2.223 -2.394 2.025
N 1.457 -2.005 1.007
C 1.091 2.676 1.188
C 1.442 3.848 1.821
C 2.227 3.788 2.966
C 2.631 2.553 3.437
C 2.246 1.418 2.750
N 1.495 1.471 1.646
H -1.680 2.997 -2.180
H -3.068 2.030 -3.973
H -3.111 -0.407 -4.377
H -1.767 -1.929 -2.997
H 0.847 -4.980 -0.397
H 2.296 -5.728 1.529
H 3.171 -3.988 3.086
H 2.592 -1.617 2.680
H 1.089 4.782 1.405
H 2.518 4.694 3.482
H 3.241 2.459 4.324
H 2.546 0.436 3.086
O -0.763 -0.280 1.792
S -2.263 0.068 1.492
C -2.908 0.358 3.168
C -3.794 -0.832 3.544
C -3.263 -2.039 2.780
C -3.071 -1.544 1.355
H -3.417 1.320 3.178
H -2.005 0.422 3.775
H -4.827 -0.633 3.255
H -3.780 -0.983 4.622
H -3.952 -2.881 2.810
H -2.308 -2.371 3.192
H -4.025 -1.347 0.856
H -2.458 -2.165 0.704
S 2.752 0.146 -0.845
C 2.258 0.803 -2.405
N 1.912 -0.078 -3.357
C 1.476 0.267 -4.584
C 1.388 1.587 -4.922
C 1.767 2.538 -3.984
C 2.207 2.148 -2.731
H 1.961 -1.061 -3.112
H 1.215 -0.543 -5.249
H 1.037 1.866 -5.904
H 1.714 3.590 -4.228
H 2.493 2.879 -1.993
```

Values from the calculation:
Energy relative to the best compared isomer or geometry (same formula, charge and spin)   0.00 kJ/mol
2S+1   2
M   723.9 g/mol
Gap between HOMO and LUMO (alpha / beta)   7.7 / 5.5 eV
Net charge   +2
HOMO level (alpha / beta)   -13.60 / -13.67 eV
E   -2443.69749 Ha